#P
Formula: C2H6N4O2
Source: the Open Molecules 2025 dataset
Level of theory: ωB97M-V/def2-TZVPD

Values from the calculation:
- charge = 0

CARTESIAN COORDINATES (ANGSTROEM)
C1 0.0678 -0.8569 -0.8695
N1 1.4454 0.1476 0.9888
O1 -0.1104 -0.4751 -2.1580
O2 0.7590 -2.0092 -0.7776
N2 0.2769 -0.0091 0.2049
H1 -0.9474 0.0486 -2.0740
H2 0.8260 -2.3620 -1.6782
H3 1.5276 -0.6272 1.6411
H4 2.2632 0.1415 0.3832
N3 -1.1416 1.5385 1.2888
C2 -1.0419 0.5028 0.4082
N4 -1.7813 -0.0988 -0.4047
H5 -0.5166 1.6932 2.0683
H6 -1.6266 2.3662 0.9786

=====

#Q
Formula: C2H6N4O2
Source: the Open Molecules 2025 dataset
Level of theory: ωB97M-V/def2-TZVPD

Values from the calculation:
- charge = 0

CARTESIAN COORDINATES (ANGSTROEM)
C1 0.2245 0.0069 -0.1826
C2 -1.1802 0.5106 0.1012
H1 1.3622 -2.7670 -0.1333
H2 2.1710 -1.6821 -0.7092
H3 2.0549 0.7215 0.9316
H4 1.4281 2.8443 -0.6461
H5 -1.2386 1.4736 0.9353
H6 -3.8481 -0.9637 0.1746
N1 1.5922 -1.7427 0.1844
N2 0.3267 -1.2662 -0.0544
N3 1.5221 0.8188 -0.2417
N4 -1.9714 -0.2994 -0.3952
O1 0.9093 2.2030 0.0100
O2 -3.3527 0.1424 0.0255

=====

Which is most stable, and by how much? #P, by 0.1977 hartree.

=====

#P
Formula: C3H4N
Source: the Open Molecules 2025 dataset
Level of theory: ωB97M-V/def2-TZVPD

Values from the calculation:
- charge = +1

CARTESIAN COORDINATES (ANGSTROEM)
C1 2.4470 -0.1574 -0.0442
C2 -1.3884 0.5187 -0.0645
C3 -2.1209 -0.4463 0.0507
N1 1.3198 0.0317 -0.0663
H1 3.5280 -0.1291 0.2447
H2 -0.0030 0.0052 -0.1897
H3 -0.9263 1.3902 0.1519
H4 -2.8563 -1.2131 -0.0826

=====

#Q
Formula: C3H4N
Source: the Open Molecules 2025 dataset
Level of theory: ωB97M-V/def2-TZVPD

Values from the calculation:
- charge = +1

CARTESIAN COORDINATES (ANGSTROEM)
C1 -0.3303 -1.5090 -0.0757
C2 -0.3256 -2.7413 -0.4681
C3 -0.2731 -0.2302 0.1538
N1 -0.0226 1.0619 -0.4045
H1 0.8745 -0.5454 2.3120
H2 0.6246 1.5188 0.1680
H3 -0.8830 1.5542 -0.3641
H4 0.3354 0.8911 -1.3213

=====

Which is most stable, and by how much? #P, by 0.2490 hartree.

=====

#P
Formula: C42H31GeN6O2SeTi
Source: the Open Molecules 2025 dataset
Level of theory: ωB97M-V/def2-TZVPD

Values from the calculation:
- multiplicity = 2
- <S²> = 0.7568
- charge = 0

CARTESIAN COORDINATES (ANGSTROEM)
Ti1 0.2969 0.0621 0.1619
O1 -2.8410 1.9744 2.1485
C1 -1.9976 1.2253 1.6799
N1 -1.0242 1.4754 0.7902
C2 -0.8330 2.7391 0.1949
C3 -1.2358 3.9640 0.7096
C4 -0.9491 5.1224 -0.0043
C5 -0.2804 5.0636 -1.2170
C6 0.1337 3.8434 -1.7389
C7 -0.1305 2.6845 -1.0266
N2 0.2269 1.3682 -1.4029
C8 0.1717 0.9750 -2.6915
O2 0.1626 1.6476 -3.7081
C9 0.0303 -0.5322 -2.8091
C10 0.0145 -1.1361 -4.0539
C11 -0.1717 -2.5055 -4.1261
C12 -0.3375 -3.2230 -2.9500
C13 -0.3033 -2.5420 -1.7479
N3 -0.1270 -1.2219 -1.6707
C14 -2.0177 -0.2386 2.0702
C15 -2.9583 -0.6869 2.9837
C16 -2.9783 -2.0250 3.3249
C17 -2.0605 -2.8824 2.7309
C18 -1.1529 -2.3580 1.8339
N4 -1.1187 -1.0601 1.5022
H1 -1.7638 4.0016 1.6498
H2 -1.2571 6.0795 0.3969
H3 -0.0698 5.9739 -1.7640
H4 0.6627 3.7873 -2.6777
H5 0.1403 -0.5080 -4.9242
H6 -0.1906 -3.0088 -5.0836
H7 -0.4896 -4.2929 -2.9560
H8 -0.4186 -3.0726 -0.8120
H9 -3.6390 0.0436 3.3972
H10 -3.6978 -2.4012 4.0403
H11 -2.0368 -3.9378 2.9629
H12 -0.4143 -2.9988 1.3687
Se1 3.2033 -0.7175 -1.4477
N5 2.1575 -1.1924 -0.0639
C19 2.7246 -2.2336 0.5213
C20 2.2689 -2.8503 1.7264
C21 2.9461 -3.9217 2.1988
C22 4.0944 -4.4545 1.5174
C23 4.5826 -3.8802 0.3963
C24 3.9191 -2.7245 -0.1285
N6 4.3287 -2.0541 -1.1850
H13 1.4490 -2.4058 2.2738
H14 2.6425 -4.3781 3.1318
H15 4.5888 -5.3184 1.9419
H16 5.4645 -4.2488 -0.1089
C25 -0.7607 2.9053 5.5669
C26 0.0746 3.7637 4.8674
C27 0.9018 3.2754 3.8625
C28 0.9060 1.9229 3.5285
C29 0.0567 1.0765 4.2446
C30 -0.7638 1.5522 5.2569
Ge1 1.9843 1.1727 2.0488
C31 3.2646 -0.0384 2.9726
C32 4.3886 -0.5327 2.3015
C33 5.2749 -1.4129 2.9073
C34 5.0465 -1.8395 4.2079
C35 3.9395 -1.3618 4.8958
C36 3.0662 -0.4698 4.2855
C37 3.1573 2.6672 1.4648
C38 4.5356 2.6914 1.6838
C39 5.3146 3.7693 1.2800
C40 4.7279 4.8621 0.6606
C41 3.3550 4.8740 0.4638
C42 2.5846 3.7901 0.8622
H17 -1.4081 3.2879 6.3458
H18 0.0824 4.8211 5.1034
H19 1.5471 3.9634 3.3266
H20 0.0385 0.0139 4.0116
H21 -1.4132 0.8722 5.7964
H22 4.5917 -0.2094 1.2835
H23 6.1427 -1.7667 2.3629
H24 5.7342 -2.5261 4.6868
H25 3.7633 -1.6731 5.9189
H26 2.2253 -0.0889 4.8533
H27 5.0193 1.8698 2.1952
H28 6.3826 3.7573 1.4627
H29 5.3335 5.7044 0.3498
H30 2.8740 5.7270 0.0005
H31 1.5164 3.8413 0.7204

=====

#Q
Formula: C42H31GeN6O2SeTi
Source: the Open Molecules 2025 dataset
Level of theory: ωB97M-V/def2-TZVPD

Values from the calculation:
- multiplicity = 2
- <S²> = 0.7721
- charge = 0

CARTESIAN COORDINATES (ANGSTROEM)
Ti1 0.0033 0.4474 -0.3947
O1 -1.4537 1.5864 -0.4147
C1 -1.8219 0.4324 0.3398
N1 -1.5981 -0.7395 -0.3759
C2 -2.2278 -0.8962 -1.6379
C3 -3.5089 -1.3988 -1.7748
C4 -4.0509 -1.5515 -3.0456
C5 -3.2972 -1.2148 -4.1587
C6 -2.0012 -0.7231 -4.0322
C7 -1.4597 -0.5567 -2.7584
N2 -0.1762 -0.0752 -2.4110
C8 0.7821 0.0936 -3.3392
O2 0.7253 -0.0407 -4.5551
C9 2.1063 0.4754 -2.7128
C10 3.2079 0.6948 -3.5200
C11 4.4223 0.9821 -2.9206
C12 4.4834 1.0288 -1.5369
C13 3.3306 0.8095 -0.8072
N3 2.1491 0.5402 -1.3735
C14 -2.9205 0.6190 1.2744
C15 -3.8192 1.6737 1.0428
C16 -4.8936 1.8608 1.8754
C17 -5.0693 1.0072 2.9712
C18 -4.1582 0.0136 3.1728
N4 -3.1123 -0.2058 2.3396
H1 -4.0657 -1.6758 -0.8867
H2 -5.0550 -1.9387 -3.1636
H3 -3.7172 -1.3368 -5.1489
H4 -1.4200 -0.4675 -4.9014
H5 3.0752 0.6241 -4.5895
H6 5.3060 1.1602 -3.5193
H7 5.4063 1.2403 -1.0161
H8 3.3562 0.8484 0.2725
H9 -3.6283 2.3071 0.1912
H10 -5.5947 2.6629 1.6872
H11 -5.8843 1.1306 3.6684
H12 -4.2106 -0.6178 4.0486
Se1 2.1178 -0.0283 2.5473
N5 1.1775 0.9562 1.2923
C19 1.5865 2.2549 1.4498
C20 1.1066 3.3414 0.7053
C21 1.5971 4.6119 0.9507
C22 2.5551 4.8327 1.9483
C23 3.0307 3.7849 2.7061
C24 2.5593 2.4775 2.4729
N6 2.9713 1.4073 3.1809
H13 0.3307 3.1989 -0.0384
H14 1.2259 5.4455 0.3688
H15 2.9177 5.8364 2.1278
H16 3.7630 3.9361 3.4881
C25 -3.3958 -4.3710 6.2543
C26 -2.0773 -3.9413 6.2793
C27 -1.6463 -2.9865 5.3709
C28 -2.5112 -2.4302 4.4256
C29 -3.8248 -2.8932 4.4031
C30 -4.2647 -3.8498 5.3060
Ge1 -1.6251 -1.2177 3.1570
C31 -0.9230 0.2804 4.1555
C32 -0.7385 1.5230 3.5551
C33 -0.3169 2.6110 4.3080
C34 -0.0886 2.4685 5.6685
C35 -0.2936 1.2416 6.2767
C36 -0.7132 0.1542 5.5259
C37 -0.7382 -2.4986 1.9634
C38 -1.2929 -3.7750 1.9950
C39 -0.7870 -4.8249 1.2370
C40 0.3213 -4.6293 0.4381
C41 0.8891 -3.3617 0.3821
C42 0.3607 -2.3198 1.1233
H17 -3.7395 -5.1150 6.9607
H18 -1.3828 -4.3546 6.9989
H19 -0.5993 -2.7005 5.3876
H20 -4.5267 -2.5481 3.6500
H21 -5.2898 -4.1942 5.2597
H22 -0.8801 1.6595 2.4984
H23 -0.1477 3.5624 3.8211
H24 0.2543 3.3138 6.2511
H25 -0.1218 1.1239 7.3388
H26 -0.8782 -0.7957 6.0216
H27 -2.1451 -3.9805 2.6247
H28 -1.2638 -5.7951 1.2836
H29 0.7303 -5.4413 -0.1477
H30 1.7351 -3.1713 -0.2657
H31 0.8334 -1.3692 0.8954

=====

Which is most stable, and by how much? #P, by 0.1005 hartree.

=====

#P
Formula: C7H15N3
Source: the Open Molecules 2025 dataset
Level of theory: ωB97M-V/def2-TZVPD

Values from the calculation:
- charge = 0
- SMILES = [H]/N=C1/N[C@@H]1[C@H](C)N.C=CC

CARTESIAN COORDINATES (ANGSTROEM)
H1 -2.1477 1.1078 -0.3868
N1 -1.6886 1.2844 -1.2786
C1 -0.5053 0.9254 -1.3449
N2 0.5746 0.8916 -2.1633
C2 0.6775 0.1954 -0.8676
C3 0.5717 -1.3230 -0.7956
C4 1.9505 -1.9710 -0.7075
N3 -0.1065 -1.7882 -1.9991
H2 0.5807 0.3726 -3.0302
H3 1.3836 0.6461 -0.1826
H4 0.0132 -1.5720 0.1256
H5 2.4863 -1.5985 0.1606
H6 1.8626 -3.0530 -0.6264
H7 2.5246 -1.7344 -1.6019
H8 -0.1165 -2.8033 -2.0263
H9 -1.0649 -1.4599 -2.0213
C5 -0.2529 0.0553 2.2603
C6 -0.2352 1.3549 2.0350
C7 -1.4449 2.2233 1.9531
H10 0.6479 -0.5266 2.3493
H11 -1.1797 -0.4818 2.3887
H12 0.7076 1.8777 1.9357
H13 -1.4328 2.9458 2.7723
H14 -1.4457 2.7918 1.0236
H15 -2.3600 1.6398 2.0281

=====

#Q
Formula: C7H15N3
Source: the Open Molecules 2025 dataset
Level of theory: ωB97M-V/def2-TZVPD

Values from the calculation:
- charge = 0
- SMILES = [H]/N=N\N/C(C)=C\C(C)(C)C

CARTESIAN COORDINATES (ANGSTROEM)
H1 -3.7859 0.5220 -0.9366
N1 -3.8133 -0.2944 -0.2708
N2 -2.9281 -0.6574 0.4952
N3 -1.6854 -0.2477 0.6804
C1 -0.9388 0.8461 -0.0005
C2 -1.7136 2.1047 -0.4526
C3 0.3499 0.7616 -0.2134
C4 1.2286 -0.4374 0.0957
C5 1.2662 -0.8593 1.5575
C6 0.7985 -1.5923 -0.8625
C7 2.6302 0.0431 -0.3495
H2 -1.4166 -0.5224 1.5920
H3 -1.8460 2.0125 -1.5487
H4 -2.7349 2.0597 0.0781
H5 -1.3959 3.0832 -0.1368
H6 0.8082 1.6141 -0.7494
H7 2.2545 -1.4867 1.7271
H8 1.4101 -0.0584 2.2029
H9 0.4494 -1.5180 1.9858
H10 -0.0068 -2.3257 -0.5790
H11 0.4489 -1.1481 -1.8356
H12 1.7396 -2.2521 -0.9412
H13 3.0695 0.8274 0.2223
H14 2.5845 0.3323 -1.4223
H15 3.2271 -0.8068 -0.3381

=====

Which is most stable, and by how much? #P, by 0.0545 hartree.